# C21H17F15N3O5S2Ti

A structure of composition C21H17F15N3O5S2Ti (ωB97M-V with the def2-TZVPD basis set, the OMol25 dataset).

The calculation puts the frontier orbital gap at 6.816 eV. The value obtained for the HOMO energy is -0.4393 Eh. As for the net charge: +1. Its total energy is -4494.6466 Ha.

```
64
C21H17F15N3O5S2Ti | the OMol25 dataset | ωB97M-V with the def2-TZVPD basis set
Ti 0.644 -0.770 0.066
C -2.118 2.957 -3.103
C -1.180 2.736 -1.916
C -1.919 2.352 -0.660
C -2.683 3.326 -0.017
C -3.395 3.040 1.131
C -3.365 1.761 1.665
C -2.618 0.756 1.068
C -2.621 -0.628 1.671
C -3.290 -1.715 0.831
C -1.902 1.076 -0.095
N -1.105 0.028 -0.682
C -1.450 -0.482 -1.842
C -0.726 -1.587 -2.301
C -0.795 -2.436 -3.399
C 0.161 -3.438 -3.182
C 0.773 -3.167 -1.969
N 0.243 -2.049 -1.412
H -1.560 3.271 -3.983
H -2.857 3.726 -2.881
H -2.669 2.051 -3.359
H -0.628 3.658 -1.718
H -0.428 1.994 -2.173
H -2.705 4.327 -0.431
H -3.975 3.815 1.614
H -3.932 1.537 2.560
H -3.141 -0.560 2.628
H -1.602 -0.933 1.936
H -4.265 -1.381 0.474
H -3.446 -2.613 1.428
H -2.699 -2.005 -0.041
H -2.300 -0.070 -2.378
H -1.459 -2.334 -4.241
H 0.378 -4.275 -3.822
H 1.553 -3.719 -1.470
F 0.566 2.305 4.782
C -0.027 1.887 3.683
F -1.067 1.131 3.982
F -0.402 2.908 2.938
S 1.214 0.906 2.699
O 0.532 0.760 1.372
O 2.446 1.594 2.678
N 1.160 -0.473 3.445
S 1.524 -1.822 2.792
O 2.876 -2.174 2.578
O 0.655 -2.003 1.535
C 0.748 -3.044 3.960
F 0.681 -4.201 3.333
F 1.535 -3.127 5.012
F -0.455 -2.636 4.309
F 3.358 1.114 -3.141
C 2.683 0.229 -2.435
F 2.442 -0.839 -3.190
F 1.474 0.766 -2.130
C 3.381 -0.156 -1.099
O 2.412 -0.588 -0.218
C 4.407 -1.304 -1.335
F 5.109 -1.077 -2.441
F 5.241 -1.424 -0.315
F 3.755 -2.460 -1.475
C 4.070 1.087 -0.470
F 4.410 0.841 0.784
F 5.151 1.442 -1.153
F 3.201 2.107 -0.476
```

Löwdin population analysis, charges in e, atoms 1 to 2:
1 Ti 1.25
2 C -0.07



# C21H17F4

The ion C21H17F4 with charge +1 at a distorted geometry (ωB97M-V with the def2-TZVPD basis set, the OMol25 dataset).

The calculation puts the frontier orbital gap at 6.361 eV. The value obtained for the HOMO energy is -0.4520 Eh. As for the net charge: +1. Its total energy is -1209.5318 Ha.

```
42
C21H17F4 | the OMol25 dataset | ωB97M-V with the def2-TZVPD basis set
F -3.233 3.621 -1.943
C -2.973 2.273 -1.906
C -4.049 1.419 -1.835
C -3.737 0.075 -1.695
F -4.775 -0.820 -1.646
C -2.424 -0.393 -1.543
C -1.370 0.534 -1.416
C -0.088 0.064 -0.678
C 1.239 0.539 -1.341
C 2.263 -0.392 -1.627
C 3.574 0.057 -1.804
F 4.594 -0.864 -1.832
C 3.928 1.401 -1.856
C 2.870 2.283 -1.740
F 3.160 3.624 -1.774
C 1.552 1.897 -1.500
C -1.640 1.856 -1.833
H -5.076 1.768 -1.855
H -2.264 -1.458 -1.393
H -0.085 -1.077 -0.930
H 2.076 -1.466 -1.615
H 4.949 1.726 -1.957
H 0.800 2.672 -1.302
H -0.858 2.607 -1.966
C 2.219 -1.606 1.850
C 0.818 -1.934 2.203
C 0.569 -3.204 2.958
C -0.210 -1.041 1.982
C -1.510 -1.115 2.533
C -2.221 0.095 2.210
C -1.345 0.915 1.535
C -0.172 0.184 1.053
H 2.863 -2.455 2.086
H 2.336 -1.399 0.781
H 2.609 -0.728 2.392
H 1.489 -3.815 2.971
H 0.262 -3.047 4.008
H -0.212 -3.817 2.482
H -1.946 -1.973 3.054
H -3.229 0.321 2.538
H -1.601 1.939 1.242
H 0.848 0.735 1.106
```

Löwdin population analysis, charges in e, atoms 1 to 2:
1 F 0.06
2 C -0.23



# C21H17FN2O5

The molecule C21H17FN2O5 (ωB97M-V with the def2-TZVPD basis set, the OMol25 dataset).

The calculation puts the frontier orbital gap at 8.992 eV. The value obtained for the HOMO energy is -0.3109 Eh. As for the net charge: 0. Its SMILES is O=C(Oc1cccc(N2C(=O)CCC2=O)c1)[C@H]1CC(=O)N(c2ccc(F)cc2)C1. Its total energy is -1396.1097 Ha.

```
46
C21H17FN2O5 | the OMol25 dataset | ωB97M-V with the def2-TZVPD basis set
O 0.983 0.993 0.742
C 0.672 -0.158 0.613
O -0.510 -0.604 0.178
C -1.511 0.260 -0.252
C -1.258 1.408 -0.987
C -2.327 2.180 -1.410
C -3.629 1.813 -1.125
C -3.868 0.657 -0.392
N -5.197 0.264 -0.095
C -5.639 -1.050 -0.184
O -4.963 -1.985 -0.513
C -7.105 -1.071 0.190
C -7.458 0.370 0.525
C -6.182 1.157 0.308
O -6.024 2.335 0.464
C -2.810 -0.121 0.054
C 1.566 -1.346 0.960
C 1.854 -2.188 -0.282
C 3.150 -1.609 -0.832
O 3.582 -1.806 -1.942
N 3.729 -0.870 0.158
C 4.953 -0.192 0.079
C 5.601 0.212 1.247
C 6.805 0.889 1.186
C 7.364 1.158 -0.048
F 8.542 1.817 -0.108
C 6.744 0.766 -1.220
C 5.539 0.095 -1.154
C 2.955 -0.868 1.387
H -0.247 1.698 -1.222
H -2.140 3.077 -1.979
H -4.453 2.421 -1.460
H -7.675 -1.468 -0.651
H -7.247 -1.754 1.028
H -7.781 0.504 1.558
H -8.239 0.782 -0.115
H -2.977 -1.025 0.616
H 1.061 -1.919 1.740
H 2.029 -3.235 -0.023
H 1.064 -2.155 -1.030
H 5.179 -0.001 2.215
H 7.310 1.203 2.086
H 7.202 0.989 -2.170
H 5.053 -0.218 -2.063
H 3.395 -1.549 2.124
H 2.907 0.143 1.800
```

Löwdin population analysis, charges in e, atoms 1 to 2:
1 O 0.15
2 C -0.43